Record 1
Computed, not measured: a gas-phase ion, C2H6N2P (charge +1), with wB97M-V/def2-TZVPD.

Structure (XYZ):
```
11
C2H6N2P (wB97M-V/def2-TZVPD)
C 0.68505 -0.24197 -0.41654
C -1.61294 1.12343 -0.10881
N -0.68951 0.00148 -0.26115
N 1.04300 -1.03975 0.78161
P -1.72117 -0.42133 0.85343
H 0.76652 -0.89611 -1.31217
H 1.20217 0.72067 -0.67278
H -2.01120 1.19332 -1.13571
H -1.01929 2.02309 0.25922
H 1.77587 -1.69912 0.40878
H 1.58151 -0.76371 1.60412
```

Output
**2S+1**: 1
**Charge**: +1
**SMILES**: NC[N+]1=PC1
**Energy above the lowest of the compared OMol25 structures with the same formula, charge and spin**: 68.16 kcal/mol
**Orbital gap**: 8.22 eV


Record 2
Computed, not measured: a molecular structure, C31H36BrClLaN11O3PS2, with wB97M-V/def2-TZVPD.

Structure (XYZ):
```
87
C31H36BrClLaN11O3PS2 (wB97M-V/def2-TZVPD)
La -0.71369 0.30512 0.16684
C -5.16838 2.51614 1.04968
N -5.01293 1.08899 0.66750
C -5.72070 0.46852 -0.36672
C -5.25056 -0.77711 -0.50235
N -4.15380 -0.86751 0.39094
C -4.03900 0.29948 1.09863
S -2.85527 0.55070 2.30833
C -3.46141 -2.10542 0.47938
C -4.16173 -3.28112 0.51585
C -3.47160 -4.48563 0.50458
C -2.12417 -4.45636 0.45063
C -1.50652 -3.23128 0.54509
N -2.14632 -2.05241 0.57230
H -6.23632 2.79837 1.05495
H -4.57487 3.17110 0.37675
H -4.72118 2.69129 2.03041
H -6.49682 0.96014 -0.89630
H -5.55131 -1.58014 -1.08730
H -5.25839 -3.17168 0.57522
H -3.98834 -5.41058 0.45012
H -1.55283 -5.37504 0.44691
H -0.44368 -3.17576 0.51095
C 2.33407 -2.94863 4.25740
C 2.05938 -1.48851 4.26333
N 2.60739 -0.63171 5.06097
N 2.13597 0.54387 4.63335
C 1.23869 0.49221 3.59594
S 0.35377 1.64375 2.86122
N 1.14963 -0.84815 3.40983
N 0.24587 -1.47738 2.55867
H 3.37157 -3.23221 4.33219
H 2.02511 -3.33423 3.27365
H 1.77554 -3.47395 5.05037
H 2.37770 1.41679 5.06842
H -0.53990 -1.86153 3.07343
H 0.76709 -2.24195 2.14477
Br 1.79445 -5.80738 1.68217
C 2.68033 -4.62277 0.50223
C 3.58355 -5.25566 -0.40203
C 4.22702 -4.38681 -1.29731
C 4.01008 -3.02816 -1.23451
C 3.02936 -2.56769 -0.35763
N 2.36822 -3.33084 0.51545
C 2.52111 -1.14205 -0.50185
O 3.18359 -0.31596 -1.16185
O 1.37796 -0.90014 0.04997
H 3.73061 -6.33187 -0.43041
H 4.83628 -4.82901 -2.09406
H 4.51647 -2.31260 -1.85992
C -2.99995 -0.56169 -4.28637
N -1.59857 -0.30482 -4.06730
C -0.84925 0.31933 -5.00455
C 0.37603 0.85148 -4.76185
C 0.83163 0.82027 -3.41129
N 0.11274 0.19855 -2.47401
C -1.06977 -0.39098 -2.76456
O -1.73534 -0.92058 -1.85465
N 1.94527 1.42869 -3.01831
H -3.22884 -0.28599 -5.34340
H -3.53405 0.16619 -3.66187
H -3.30347 -1.54758 -4.06890
H -1.28046 0.36896 -5.99008
H 0.87016 1.33234 -5.56292
H 2.62540 1.77787 -3.73562
H 2.47115 1.08116 -2.23076
C -0.70548 4.58935 0.75275
P 0.33252 3.44340 -0.16321
C 0.45698 4.19147 -1.80638
C 2.04195 3.66415 0.53611
C 2.88793 2.58029 0.23396
C 4.24401 2.66562 0.52595
C 4.70267 3.78370 1.20676
C 3.85367 4.85620 1.50064
C 2.50798 4.77137 1.14304
H -0.72981 4.36155 1.77732
H -1.67193 4.63909 0.23415
H -0.23913 5.62036 0.66386
H 0.99718 5.17389 -1.77709
H -0.59399 4.47874 -1.98208
H 0.68261 3.52722 -2.60947
H 2.49354 1.69798 -0.18737
H 4.86555 1.81708 0.29339
H 5.70902 3.87723 1.54824
H 4.20626 5.75707 1.92360
H 1.81540 5.63104 1.33528
Cl -2.64072 1.93276 -1.24920
```

Output
**2S+1**: 1
**Charge**: +1
**Energy above the lowest of the compared OMol25 structures with the same formula, charge and spin**: 7.47 kcal/mol
**Orbital gap**: 8.32 eV


Record 3
Computed, not measured: a molecular structure, C5H8O2, with wB97M-V/def2-TZVPD.

Structure (XYZ):
```
15
C5H8O2 (wB97M-V/def2-TZVPD)
O 2.49296 0.77280 0.70464
C 1.66886 0.08170 -0.20860
C 0.44549 -0.45855 0.49891
O -0.31335 0.61684 1.12588
C -1.51365 0.12144 0.50873
C -1.43812 0.22560 -0.99242
C -0.77584 -0.90788 -0.27419
H 1.93108 1.43848 1.12653
H 1.36194 0.72365 -1.04856
H 2.26197 -0.74552 -0.61259
H 0.73315 -1.19494 1.25865
H -2.40898 0.09020 1.11176
H -1.01293 1.19738 -1.17133
H -2.33558 -0.03405 -1.55154
H -1.09511 -1.92549 -0.44751
```

Output
**2S+1**: 1
**Energy above the lowest of the compared OMol25 structures with the same formula, charge and spin**: 64.51 kcal/mol
**Orbital gap**: 10.46 eV


Calculated largest force on an atom in order - 0.071; 0.060; 0.029 hartree/bohr
Calculated calculated total energy in order - -14430.2546; -169651.5063; -9407.0346 eV
Calculated E_HOMO in order - -0.546; -0.379; -0.346 hartree